Here is C16H14Cl2I2MnN2O3 as an isolated structure from OMol25. Energies are from wB97M-V/def2-TZVPD.

Results
- Kohn-Sham gap (alpha / beta) (eV) = 6.34 / 7.58
- multiplicity = 6
- total charge = 0

CARTESIAN COORDINATES (ANGSTROEM)
1 I -3.44501 2.74336 -1.66368
2 I 0.50354 1.36501 -2.58627
3 Mn 0.00535 -0.04474 -0.48842
4 Cl -2.31132 -1.08973 -0.73833
5 Cl -1.51344 -1.67641 2.05672
6 O 0.75360 -1.61309 -1.02268
7 O -0.68698 1.30741 0.65731
8 O -2.60026 2.69192 1.71639
9 N 1.29239 1.14603 1.82161
10 N 1.48378 0.15298 0.86183
11 C 1.97991 -2.11225 -0.88853
12 C 0.14533 1.69707 1.61900
13 C 2.91508 -1.58195 0.01187
14 C -1.11849 4.76663 4.27712
15 C 0.61654 3.40084 3.35842
16 C 0.22232 4.38207 4.24120
17 C -2.82334 -1.66843 0.88076
18 C 2.58809 -0.48132 0.88142
19 C -1.64202 3.20150 2.52631
20 C 4.19468 -2.15233 0.10180
21 C 4.54929 -3.22848 -0.67372
22 C -0.30213 2.78837 2.49956
23 C 2.33879 -3.22007 -1.65638
24 C -1.96832 4.13941 -1.58490
25 C 3.60240 -3.76370 -1.55230
26 C -2.03996 4.18748 3.42824
27 H -3.60508 -1.01109 1.22886
28 H 0.94534 4.84830 4.89817
29 H 4.90768 -1.72151 0.79882
30 H 3.86394 -4.61749 -2.16584
31 H 5.54183 -3.65577 -0.60364
32 H -1.57378 4.39339 -0.61089
33 H 1.64815 3.07878 3.31299
34 H -3.16907 -2.68127 0.75386
35 H 3.31965 -0.15951 1.61989
36 H -1.44330 5.53140 4.97298
37 H -2.17085 2.12821 1.05049
38 H -1.43442 4.34660 -2.50065
39 H 1.60203 -3.62598 -2.33802
40 H -3.08268 4.48553 3.42850